1.
35
Properties=species:S:1:pos:R:3:mulliken_charge:R:1 method="wB97M-V/def2-TZVPD" e_homo_ev=-6.287 total_charge=-1 e_lumo_ev=2.54 largest_force_ev_per_a=2.10
O -1.60 -0.42 2.23 -1.020
H 1.05 0.28 -3.61 0.289
H -1.96 -1.76 0.34 0.318
O -1.20 3.64 -0.73 -0.661
H -2.11 3.65 -0.41 0.324
H -0.76 3.25 0.04 0.312
O 0.49 0.70 1.67 -0.735
H 0.69 1.05 0.79 0.145
O -1.62 -2.47 -0.21 -0.563
H -0.86 -2.49 -2.27 0.372
H -1.75 -3.38 0.03 0.233
O 1.36 -0.21 -4.38 -0.587
H 1.38 2.04 -3.78 0.297
H -3.23 -1.18 3.16 0.343
O 0.99 2.66 3.27 -0.657
H 1.59 -0.20 0.00 0.215
H -1.31 -0.19 -1.36 0.301
O -1.09 -2.89 -3.12 -0.638
H -1.47 -3.75 -2.94 0.269
H 1.25 1.74 3.27 0.302
O 3.57 -0.56 3.18 -0.668
H 3.95 -0.67 2.31 0.306
H 2.64 -0.34 3.11 0.347
O 2.22 2.20 -4.20 -0.630
H 2.90 1.81 -3.63 0.320
H -2.14 -1.99 3.43 0.358
O 1.62 -0.78 -0.80 -0.530
H -1.59 -0.08 3.13 0.302
H -1.29 1.26 -0.81 0.306
O -1.51 0.73 -1.57 -0.598
H 1.62 -1.55 -0.20 0.303
H 0.36 2.64 2.54 0.330
O -2.94 -1.72 3.91 -0.694
H -0.53 0.14 1.77 0.389
H 1.26 -1.15 -4.17 0.298

***

2.
37
Properties=species:S:1:pos:R:3:mulliken_charge:R:1 method="wB97M-V/def2-TZVPD" e_homo_ev=-10.074 e_lumo_ev=-0.21 largest_force_ev_per_a=0.84
Kr 3.92 23.81 -7.40 -0.022
O 1.34 21.86 -8.60 -0.570
H 2.15 21.56 -9.02 0.275
H 0.67 21.25 -8.91 0.266
O 0.89 23.08 -6.12 -0.555
H 0.08 22.73 -5.76 0.245
H 1.20 22.40 -6.71 0.261
O 1.33 25.84 -6.14 -0.644
H 1.24 24.89 -6.23 0.279
H 1.39 26.16 -7.04 0.436
O 7.99 22.80 -5.68 -0.635
H 7.13 22.38 -5.71 0.310
H 7.83 23.65 -5.27 0.307
O 3.21 20.14 -5.01 -0.646
H 3.84 20.81 -4.76 0.405
H 3.24 20.11 -5.96 0.292
O 5.48 21.89 -4.57 -0.689
H 4.90 22.65 -4.64 0.309
H 5.49 21.67 -3.64 0.317
O 1.83 26.69 -8.71 -0.639
H 2.51 26.60 -9.38 0.269
H 1.83 27.62 -8.49 0.293
O -0.08 24.49 -9.14 -0.627
H 0.49 25.25 -9.22 0.342
H 0.51 23.76 -8.93 0.342
O 2.90 23.34 -3.77 -0.561
H 2.09 23.22 -4.27 0.276
H 2.65 23.14 -2.87 0.280
O 3.77 27.24 -5.33 -0.660
H 2.99 26.69 -5.42 0.343
H 4.36 26.75 -4.76 0.383
O 4.63 23.22 -11.21 -0.609
H 4.90 24.10 -10.93 0.301
H 4.14 23.37 -12.02 0.311
O 4.90 25.18 -3.76 -0.656
H 4.14 24.63 -3.92 0.368
H 5.18 24.96 -2.87 0.303

***

3.
36
Properties=species:S:1:pos:R:3:mulliken_spin:R:1 method="wB97M-V/def2-TZVPD" spin_multiplicity=2 e_homo_ev="0.197 / -7.814" total_charge=-1 e_lumo_ev="2.66 / 2.55" largest_force_ev_per_a=1.28
O -1.39 1.91 -1.91 0.178
H -1.75 1.08 -1.61 0.039
H -2.14 2.51 -1.93 -0.083
O 2.37 -0.38 -2.64 0.096
H 2.19 0.43 -3.10 -0.005
H 1.51 -0.78 -2.49 -0.028
O 2.41 -2.30 -0.79 0.069
H 2.21 -3.13 -1.23 -0.058
H 1.77 -1.68 -1.15 -0.045
O 0.04 -3.41 1.78 -0.086
H 0.70 -3.86 2.32 -0.060
H 0.49 -2.62 1.47 0.062
O -3.13 -0.65 -1.32 0.129
H -4.08 -0.62 -1.22 -0.152
H -2.88 -1.51 -0.99 0.191
O -0.87 2.56 2.67 0.098
H -1.20 1.71 2.37 -0.002
H -0.64 3.03 1.87 0.000
O -0.05 3.48 -0.16 0.060
H -0.71 3.19 -0.78 -0.010
H 0.20 4.35 -0.45 -0.006
O 2.69 2.90 1.02 0.040
H 1.93 2.83 0.44 -0.006
H 3.10 2.04 0.99 0.001
O 0.16 -0.18 0.02 0.761
H 0.40 0.74 0.05 -0.020
H -0.64 -0.24 0.54 -0.118
O -2.09 -0.28 1.50 0.098
H -2.05 -1.20 1.22 0.087
H -3.02 -0.06 1.46 -0.044
O -2.02 -2.78 0.05 -0.500
H -1.27 -3.11 0.54 0.148
H -2.52 -3.56 -0.17 0.163
O 3.42 0.25 0.56 0.037
H 4.08 -0.33 0.93 -0.006
H 2.79 -0.34 0.15 -0.027

***

4.
36
Properties=species:S:1:pos:R:3:mulliken_charge:R:1 method="wB97M-V/def2-TZVPD" e_homo_ev=-10.282 e_lumo_ev=-0.53 smiles=O.O.O.O.O.O.O.O.O.O.O.O largest_force_ev_per_a=2.94
O -1.66 2.67 0.60 -0.720
H -1.20 1.96 0.11 0.306
H -1.11 3.42 0.74 0.291
O -2.42 1.68 -2.36 -0.626
H -2.65 1.12 -1.64 0.382
H -1.49 1.79 -2.20 0.287
O 2.09 0.72 2.94 -0.617
H 2.01 -0.14 2.47 0.350
H 2.86 0.55 3.51 0.281
O 2.09 -1.67 1.50 -0.666
H 1.16 -1.54 1.77 0.437
H 2.38 -2.10 2.26 0.286
O -2.03 1.09 2.90 -0.690
H -1.44 1.21 3.64 0.310
H -1.72 1.57 2.15 0.356
O 1.79 -1.10 -1.68 -0.653
H 2.37 -0.41 -1.39 0.312
H 2.02 -1.91 -1.24 0.236
O -1.04 -1.61 -2.68 -0.541
H -0.86 -1.87 -1.76 0.247
H -0.42 -2.24 -3.02 0.274
O -0.42 -1.25 2.10 -0.640
H -0.87 -0.77 2.81 0.219
H -0.47 -2.17 2.37 0.308
O -0.28 0.34 -0.15 -0.267
H 0.18 -0.21 -0.79 0.065
H -0.29 -0.13 0.67 0.485
O 1.28 -0.64 -4.40 -0.651
H 1.65 0.26 -4.44 0.289
H 1.31 -0.87 -3.46 0.415
O 2.28 1.20 -0.02 -0.641
H 2.22 1.99 0.48 0.318
H 1.40 0.87 0.01 0.387
O -3.02 -0.35 -0.43 -0.671
H -3.53 -0.83 -1.09 0.316
H -2.16 -0.66 -0.29 0.227